Entry 1:
This record from the Open Molecules 2025 dataset describes a single C28H35N3O7 molecule. The level of theory is ωB97M-V/def2-TZVPD.

Geometry as ORCA input:
```
! RIJCOSX wB97M-V def2-TZVPD def2/J DEFGRID3
* xyz 0 1
C -0.4302 -4.4595 0.7245
C -1.6586 -3.5746 0.5756
O -1.2226 -2.3139 0.1134
C -2.1570 -1.3234 -0.0906
C -3.5180 -1.4623 0.0877
C -4.4166 -0.4106 -0.1342
N -5.7648 -0.6875 0.0691
C -6.2005 -1.2614 1.3259
C -6.7975 -0.1715 2.2288
O -7.8734 0.4830 1.5991
C -7.4524 1.0853 0.3915
C -6.8406 0.0479 -0.5578
C -3.8962 0.8182 -0.5888
O -4.7839 1.8417 -0.8137
C -4.3125 3.1230 -1.1815
C -3.7271 3.9051 -0.0094
C -2.5299 0.9491 -0.7878
C -1.6518 -0.0918 -0.5323
N -0.2695 0.0094 -0.7012
C 0.4807 1.0940 -1.0306
O 0.0319 2.2115 -1.2171
C 1.9405 0.8056 -1.1287
C 2.8278 1.8317 -0.8470
C 4.1940 1.6228 -0.9217
C 4.6968 0.3893 -1.2996
O 6.0191 0.0892 -1.4366
C 6.9599 0.8460 -0.6959
C 6.7090 0.7404 0.7725
C 6.5754 -0.4805 1.5021
C 6.7130 -1.8568 0.9713
N 6.3109 -0.2279 2.7540
O 6.2625 1.1204 2.9006
C 6.4918 1.7094 1.7148
C 6.4704 3.1923 1.6607
C 3.7992 -0.6592 -1.6026
O 4.3811 -1.8432 -1.9488
C 3.5484 -2.9246 -2.2851
C 2.4370 -0.4405 -1.5172
H 0.0625 -4.5785 -0.2371
H -0.7227 -5.4372 1.0958
H 0.2707 -4.0090 1.4226
H -2.1672 -3.4658 1.5435
H -2.3611 -4.0185 -0.1431
H -3.9272 -2.4113 0.3929
H -5.3662 -1.7347 1.8408
H -6.9725 -2.0128 1.1187
H -7.1979 -0.6046 3.1476
H -6.0100 0.5570 2.4810
H -8.3427 1.5366 -0.0490
H -6.7098 1.8667 0.6025
H -6.4855 0.5274 -1.4656
H -7.6176 -0.6832 -0.8188
H -5.2073 3.6319 -1.5545
H -3.5890 3.0528 -2.0014
H -2.8304 3.4240 0.3713
H -4.4565 3.9697 0.7950
H -3.4727 4.9094 -0.3362
H -2.1015 1.8750 -1.1275
H 0.2100 -0.8499 -0.4720
H 2.4349 2.7963 -0.5665
H 4.8645 2.4352 -0.6946
H 7.9228 0.3913 -0.9506
H 6.9737 1.8951 -1.0173
H 6.0902 -1.9798 0.0873
H 7.7472 -2.0365 0.6792
H 6.4272 -2.5737 1.7351
H 5.4416 3.5511 1.6286
H 6.9388 3.5966 2.5550
H 7.0002 3.5488 0.7818
H 4.2202 -3.7441 -2.5355
H 2.9198 -2.6963 -3.1519
H 2.9145 -3.2224 -1.4426
H 1.7527 -1.2327 -1.7778
*
```

The total energy comes out at -48404.7007 eV. The lowest unoccupied orbital energy comes out at 0.6 eV. For the HOMO-LUMO gap, the calculation gives 7.53 eV. For the energy above the lowest of the compared OMol25 structures with the same formula, charge and spin, the calculation gives 0.1076 eV.

=====

Entry 2:
This record from the Open Molecules 2025 dataset describes C28H35N6OS2V as an isolated structure. The level of theory is ωB97M-V/def2-TZVPD.

Geometry as ORCA input:
```
! RIJCOSX wB97M-V def2-TZVPD def2/J DEFGRID3
* xyz 2 3
V -0.1451 -0.6062 -1.5403
C -1.9001 0.1571 5.3917
C -1.6923 1.0987 4.1977
C -2.2354 2.4960 4.5366
C -0.1924 1.2274 3.9313
C -2.4409 0.5566 2.9830
C -3.8335 0.3595 3.0763
C -4.5848 -0.1295 2.0317
C -3.9302 -0.4401 0.8449
S -4.5784 -1.0889 -0.6306
C -3.0001 -1.0973 -1.3076
N -2.0563 -0.6282 -0.5223
C -2.5538 -0.2514 0.7182
C -1.8109 0.2503 1.7901
C -2.6743 -1.5155 -2.6631
C -3.6091 -2.0743 -3.5300
C -3.2240 -2.4245 -4.8139
C -1.9146 -2.2194 -5.2274
C -0.9835 -1.6682 -4.3539
C -1.3434 -1.3068 -3.0582
H -1.3624 0.5382 6.2613
H -1.5235 -0.8428 5.1661
H -2.9514 0.0697 5.6666
H -1.7029 2.9039 5.3976
H -3.2965 2.4705 4.7857
H -2.1008 3.1772 3.6933
H 0.3022 1.6177 4.8220
H -0.0008 1.9240 3.1133
H 0.2655 0.2634 3.6929
H -4.3397 0.5986 4.0021
H -5.6526 -0.2708 2.1341
H -0.7453 0.3965 1.6625
H -4.6326 -2.2360 -3.2110
H -3.9464 -2.8556 -5.4935
H -1.6201 -2.4899 -6.2332
H 0.0318 -1.5258 -4.7051
C 4.3174 -3.2672 -3.4822
N 3.5555 -2.0169 -3.4211
C 3.7447 -1.0593 -4.5060
C 2.5415 -1.8439 -2.5552
N 1.6707 -0.8799 -2.6129
N 2.4876 -2.7856 -1.5328
C 1.5124 -2.9874 -0.5897
N 1.7249 -4.0360 0.2162
N 0.4698 -2.2124 -0.4722
H 5.0207 -3.2014 -4.3054
H 3.6697 -4.1267 -3.6647
H 4.9156 -3.4293 -2.5818
H 4.7667 -1.1354 -4.8647
H 3.6124 -0.0383 -4.1503
H 3.0643 -1.2491 -5.3396
H 1.7667 -0.3378 -3.4615
H 3.2617 -3.4274 -1.4995
H 2.4759 -4.6889 0.0714
H 1.0539 -4.2710 0.9281
H -0.1735 -2.5227 0.2481
C 2.5091 2.5394 -1.5340
S 1.6836 1.4995 -0.3286
O 0.2997 1.2745 -0.9586
C 1.4279 2.6961 0.9510
C 2.3413 2.7019 1.9965
C 2.2135 3.6647 2.9856
C 1.1709 4.5802 2.9268
C 0.2519 4.5440 1.8828
C 0.3811 3.6024 0.8751
H 1.8999 3.4227 -1.7186
H 2.6298 1.9508 -2.4410
H 3.4830 2.8173 -1.1316
H 3.1347 1.9645 2.0422
H 2.9176 3.6905 3.8060
H 1.0663 5.3260 3.7036
H -0.5620 5.2557 1.8517
H -0.3286 3.5524 0.0581
*
```

The total energy comes out at -87940.4077 eV. The lowest unoccupied orbital energy (spin up / spin down) comes out at -5.7 / -5.2 eV. For the HOMO-LUMO gap (spin up / spin down), the calculation gives 7.36 / 7.80 eV. For the energy above the lowest of the compared OMol25 structures with the same formula, charge and spin, the calculation gives 0.5378 eV.

=====

Entry 3:
This record from the Open Molecules 2025 dataset describes C28H36Br2Cl2MoNO4P as an isolated structure. The level of theory is ωB97M-V/def2-TZVPD.

Geometry as ORCA input:
```
! RIJCOSX wB97M-V def2-TZVPD def2/J DEFGRID3
* xyz 2 3
Mo -0.2754 -0.2189 -0.1870
O -2.5833 3.1617 0.6792
C -1.7412 2.2318 0.8184
O -1.9190 0.9631 0.5170
C -0.3758 2.4598 1.7258
P 1.0029 1.1174 1.5456
C 1.1222 0.5120 3.2232
C -0.0845 0.0334 3.7632
C -0.1052 -0.5625 5.0343
C 1.0985 -0.8548 5.6779
C 2.2890 -0.3935 5.1804
C 2.3619 0.3284 3.9651
C 2.5796 1.7367 1.0740
C 3.0811 3.0195 1.4335
C 4.4332 3.2155 1.2775
C 5.2761 2.1965 0.8909
C 4.7757 0.9769 0.4638
C 3.4242 0.7382 0.5187
H -0.6267 2.6513 2.7619
H 0.1279 3.4038 1.4616
H -1.0074 0.1997 3.1767
H -1.0388 -0.7826 5.5289
H 1.1007 -1.4491 6.6105
H 3.2276 -0.5760 5.7186
H 3.2445 0.7164 3.4907
H 2.4545 3.8179 1.8263
H 4.8675 4.2132 1.5557
H 6.3329 2.3530 0.6880
H 5.4468 0.2244 0.0421
H 2.9469 -0.1903 0.1845
Br -2.3804 -3.7520 2.9926
C -0.7530 -4.4463 2.0734
Br 0.6261 -3.1025 1.7017
H -0.9935 -4.9850 1.1481
H -0.3467 -5.1567 2.8186
O -3.6331 3.1081 -1.9771
C -4.8357 2.3002 -2.1711
C -4.7662 0.8282 -1.6258
C -3.3725 0.2203 -1.8839
C -3.1182 -1.1568 -1.3694
C -4.1898 -1.9821 -0.9767
C -3.9772 -3.3673 -0.6983
C -2.6807 -3.8630 -0.8666
C -1.6329 -2.9989 -1.0294
N -1.7930 -1.5982 -1.1110
H -3.5642 3.3509 -1.0036
H -4.9619 2.2058 -3.2507
H -5.7452 2.8414 -1.7394
H -5.6186 0.2791 -2.0635
H -4.9637 0.8910 -0.5391
H -2.5714 0.8939 -1.5410
H -3.2709 0.0524 -2.9896
H -5.1414 -1.5188 -0.8043
H -4.8083 -4.0163 -0.3911
H -2.4849 -4.9181 -0.8554
H -0.6175 -3.4096 -1.2569
Cl 1.3252 -5.4640 -2.9666
C 2.9070 -4.9036 -2.5370
Cl 2.9580 -3.6776 -1.2211
H 3.3529 -4.5516 -3.4936
H 3.5138 -5.7200 -2.1646
C 0.3794 2.6782 -2.1688
C 1.1273 1.3797 -2.5189
C 0.4211 0.6978 -3.6977
C 2.6134 1.5758 -2.6691
O 1.0073 0.3784 -1.3685
H 0.5798 3.4684 -2.9346
H 0.7511 3.0117 -1.2152
H -0.7187 2.5912 -2.1099
H 0.8659 1.0251 -4.6364
H -0.6443 0.9870 -3.7476
H 0.5518 -0.4020 -3.6802
H 2.8863 2.0130 -3.6388
H 3.2593 0.6604 -2.5810
H 3.0217 2.3097 -1.8875
*
```

The total energy comes out at -215557.8087 eV. The lowest unoccupied orbital energy (spin up / spin down) comes out at -8.6 / -7.8 eV. For the HOMO-LUMO gap (spin up / spin down), the calculation gives 5.86 / 6.64 eV. For the energy above the lowest of the compared OMol25 structures with the same formula, charge and spin, the calculation gives 2.1311 eV.

=====

Repeat the third record exactly.
This record from the Open Molecules 2025 dataset describes C28H36Br2Cl2MoNO4P as an isolated structure. The level of theory is ωB97M-V/def2-TZVPD.

Geometry as ORCA input:
```
! RIJCOSX wB97M-V def2-TZVPD def2/J DEFGRID3
* xyz 2 3
Mo -0.2754 -0.2189 -0.1870
O -2.5833 3.1617 0.6792
C -1.7412 2.2318 0.8184
O -1.9190 0.9631 0.5170
C -0.3758 2.4598 1.7258
P 1.0029 1.1174 1.5456
C 1.1222 0.5120 3.2232
C -0.0845 0.0334 3.7632
C -0.1052 -0.5625 5.0343
C 1.0985 -0.8548 5.6779
C 2.2890 -0.3935 5.1804
C 2.3619 0.3284 3.9651
C 2.5796 1.7367 1.0740
C 3.0811 3.0195 1.4335
C 4.4332 3.2155 1.2775
C 5.2761 2.1965 0.8909
C 4.7757 0.9769 0.4638
C 3.4242 0.7382 0.5187
H -0.6267 2.6513 2.7619
H 0.1279 3.4038 1.4616
H -1.0074 0.1997 3.1767
H -1.0388 -0.7826 5.5289
H 1.1007 -1.4491 6.6105
H 3.2276 -0.5760 5.7186
H 3.2445 0.7164 3.4907
H 2.4545 3.8179 1.8263
H 4.8675 4.2132 1.5557
H 6.3329 2.3530 0.6880
H 5.4468 0.2244 0.0421
H 2.9469 -0.1903 0.1845
Br -2.3804 -3.7520 2.9926
C -0.7530 -4.4463 2.0734
Br 0.6261 -3.1025 1.7017
H -0.9935 -4.9850 1.1481
H -0.3467 -5.1567 2.8186
O -3.6331 3.1081 -1.9771
C -4.8357 2.3002 -2.1711
C -4.7662 0.8282 -1.6258
C -3.3725 0.2203 -1.8839
C -3.1182 -1.1568 -1.3694
C -4.1898 -1.9821 -0.9767
C -3.9772 -3.3673 -0.6983
C -2.6807 -3.8630 -0.8666
C -1.6329 -2.9989 -1.0294
N -1.7930 -1.5982 -1.1110
H -3.5642 3.3509 -1.0036
H -4.9619 2.2058 -3.2507
H -5.7452 2.8414 -1.7394
H -5.6186 0.2791 -2.0635
H -4.9637 0.8910 -0.5391
H -2.5714 0.8939 -1.5410
H -3.2709 0.0524 -2.9896
H -5.1414 -1.5188 -0.8043
H -4.8083 -4.0163 -0.3911
H -2.4849 -4.9181 -0.8554
H -0.6175 -3.4096 -1.2569
Cl 1.3252 -5.4640 -2.9666
C 2.9070 -4.9036 -2.5370
Cl 2.9580 -3.6776 -1.2211
H 3.3529 -4.5516 -3.4936
H 3.5138 -5.7200 -2.1646
C 0.3794 2.6782 -2.1688
C 1.1273 1.3797 -2.5189
C 0.4211 0.6978 -3.6977
C 2.6134 1.5758 -2.6691
O 1.0073 0.3784 -1.3685
H 0.5798 3.4684 -2.9346
H 0.7511 3.0117 -1.2152
H -0.7187 2.5912 -2.1099
H 0.8659 1.0251 -4.6364
H -0.6443 0.9870 -3.7476
H 0.5518 -0.4020 -3.6802
H 2.8863 2.0130 -3.6388
H 3.2593 0.6604 -2.5810
H 3.0217 2.3097 -1.8875
*
```

The total energy comes out at -215557.8087 eV. The lowest unoccupied orbital energy (spin up / spin down) comes out at -8.6 / -7.8 eV. For the HOMO-LUMO gap (spin up / spin down), the calculation gives 5.86 / 6.64 eV. For the energy above the lowest of the compared OMol25 structures with the same formula, charge and spin, the calculation gives 2.1311 eV.